C31H64N2O26S5 as an isolated structure in a non-equilibrium geometry, computed with wB97M-V/def2-TZVPD.

```
128
Properties=species:S:1:pos:R:3:mulliken_charge:R:1
C 3.682 -4.517 -3.031 0.701
O 4.709 -4.008 -3.458 -0.702
N 2.592 -4.650 -3.703 -0.380
N 3.598 -4.896 -1.821 -0.362
H 1.676 -4.723 -3.285 0.182
H 2.701 -4.554 -4.702 0.216
H 2.719 -5.234 -1.456 0.153
H 4.380 -4.723 -1.206 0.197
C -1.114 -1.268 6.792 -0.264
C -2.004 -1.408 5.475 -0.285
O -2.526 -0.090 5.130 -0.290
S -1.720 1.133 5.990 1.062
O -2.648 1.622 7.016 -0.517
O -1.105 2.063 5.052 -0.484
O -0.590 -0.008 6.592 -0.345
H -0.248 -1.929 6.744 0.299
H -1.709 -1.527 7.667 0.288
H -2.843 -2.018 5.810 0.264
H -1.567 -1.924 4.620 0.273
C 9.102 -0.132 -1.630 -0.312
C 7.878 -0.029 -0.619 -0.170
O 8.371 -0.229 0.695 -0.297
S 10.043 -0.399 0.697 1.100
O 10.509 -1.798 0.656 -0.530
O 10.568 0.459 1.755 -0.525
O 10.196 0.256 -0.788 -0.319
H 9.133 0.541 -2.487 0.265
H 9.396 -1.158 -1.849 0.293
H 7.183 -0.854 -0.774 0.221
H 7.217 0.837 -0.644 0.274
C -8.986 -2.019 2.183 -0.340
C -7.811 -2.624 1.517 -0.335
O -7.024 -3.225 2.519 -0.280
S -8.146 -3.912 3.564 1.047
O -7.777 -3.670 5.003 -0.521
O -8.669 -5.192 3.175 -0.503
O -9.361 -2.869 3.141 -0.306
H -9.818 -1.822 1.508 0.298
H -8.681 -1.093 2.671 0.275
H -7.350 -1.806 0.964 0.366
H -8.210 -3.291 0.751 0.299
C -5.020 2.530 -6.583 -0.293
C -3.742 1.669 -6.620 -0.194
O -3.996 0.603 -5.705 -0.365
S -5.326 0.920 -4.665 1.056
O -4.872 1.726 -3.480 -0.489
O -6.018 -0.330 -4.419 -0.501
O -6.039 1.915 -5.740 -0.305
H -5.327 2.569 -7.628 0.285
H -4.806 3.507 -6.149 0.288
H -2.840 2.239 -6.400 0.248
H -3.492 1.231 -7.587 0.268
C 4.803 -7.032 5.602 -0.379
C 6.309 -7.231 5.510 -0.249
O 6.824 -6.036 5.215 -0.302
S 5.694 -4.908 4.708 1.057
O 5.770 -4.470 3.281 -0.484
O 5.572 -3.854 5.756 -0.527
O 4.441 -6.003 4.813 -0.301
H 4.478 -6.847 6.625 0.296
H 4.252 -7.950 5.401 0.334
H 6.584 -7.952 4.741 0.288
H 6.648 -7.614 6.473 0.267
C -0.390 0.857 -0.250 -0.497
C 0.941 1.153 0.437 -0.359
C 1.162 -0.101 1.306 -0.351
O 0.408 -1.164 0.663 -0.422
C -0.622 -0.703 -0.180 -0.359
H -0.395 1.217 -1.279 0.302
H -1.241 1.363 0.205 0.217
H 0.835 2.130 0.907 0.310
H 1.719 1.204 -0.324 0.197
H 0.937 0.176 2.336 0.160
H 2.190 -0.464 1.314 0.291
H -1.597 -0.918 0.258 0.264
H -0.424 -1.093 -1.179 0.247
C 3.879 2.191 -6.757 -0.532
C 3.320 3.203 -5.712 -0.722
C 4.501 3.418 -4.759 -0.316
O 5.167 2.169 -4.833 -0.393
C 4.537 1.240 -5.761 -0.396
H 4.675 2.670 -7.328 0.280
H 3.106 1.727 -7.369 0.327
H 2.515 2.780 -5.112 0.253
H 2.845 4.062 -6.186 0.365
H 4.109 3.694 -3.780 0.282
H 5.024 4.265 -5.202 0.270
H 3.784 0.752 -5.142 0.303
H 5.284 0.659 -6.301 0.280
C -3.193 -8.353 -0.519 -0.416
C -3.890 -7.343 -1.397 -0.560
C -2.987 -6.927 -2.554 -0.317
O -1.781 -7.197 -1.831 -0.400
C -1.765 -8.381 -1.075 -0.364
H -3.828 -9.226 -0.667 0.241
H -3.226 -8.096 0.540 0.264
H -4.110 -6.470 -0.784 0.182
H -4.922 -7.585 -1.651 0.423
H -3.008 -5.894 -2.900 0.213
H -2.827 -7.602 -3.395 0.245
H -1.105 -8.269 -0.215 0.181
H -1.341 -9.158 -1.712 0.308
C 1.726 8.243 1.339 -0.555
C 1.082 9.373 2.030 -0.409
C 2.054 10.489 1.888 -0.361
O 3.362 9.832 1.866 -0.410
C 3.232 8.403 1.730 -0.426
H 1.810 8.238 0.252 0.278
H 1.475 7.257 1.731 0.301
H 0.998 9.148 3.093 0.247
H 0.103 9.586 1.601 0.306
H 2.290 11.141 2.729 0.255
H 1.880 11.063 0.978 0.226
H 3.291 7.903 2.696 0.262
H 3.990 8.104 1.006 0.285
C -6.521 5.420 0.428 -0.609
C -5.394 4.954 1.414 -0.367
C -4.267 5.897 0.878 -0.436
O -4.799 6.794 -0.115 -0.404
C -5.832 6.229 -0.811 -0.300
H -7.286 5.966 0.980 0.262
H -7.047 4.526 0.091 0.344
H -5.242 3.901 1.174 0.227
H -5.683 5.122 2.451 0.270
H -3.410 5.352 0.481 0.268
H -3.875 6.457 1.727 0.277
H -5.450 5.577 -1.596 0.220
H -6.414 7.047 -1.238 0.250
```

Properties
E_LUMO   -0.09 eV
HOMO   -9.23 eV
F_max   6.125 eV Å⁻¹

A 5-piece molecular cluster, C31H65BF3N2O2 overall in a non-equilibrium geometry, computed with wB97M-V/def2-TZVPD.

```
104
Properties=species:S:1:pos:R:3:mulliken_charge:R:1
C 0.900 2.772 4.376 -0.653
C 0.318 4.051 3.631 -0.288
O 0.645 4.083 2.216 -0.449
B -0.178 3.294 1.441 0.591
O -1.309 3.902 0.846 -0.421
C -0.012 1.706 1.168 0.746
C -1.254 0.910 1.305 -0.559
C -1.093 -0.490 1.015 -0.396
C 0.205 -1.056 0.663 -0.413
N 1.257 -0.267 0.568 -0.962
N 1.085 1.003 0.798 1.203
C 2.350 1.781 0.608 0.498
F 3.365 0.963 0.237 -0.223
F 2.768 2.334 1.756 -0.168
F 2.236 2.662 -0.401 -0.186
H 1.060 1.910 3.689 0.069
H 0.136 2.466 5.130 0.376
H 1.861 3.007 4.897 0.206
H -0.783 4.141 3.775 0.203
H 0.856 4.918 4.087 0.273
H -1.999 3.807 1.536 0.307
H -2.211 1.376 1.606 0.361
H -1.973 -1.163 1.057 0.414
H 0.295 -2.141 0.444 0.457
C 0.098 -3.537 -6.074 -0.946
C 1.488 -3.068 -5.661 -0.504
C 1.835 -3.401 -4.210 -0.905
C 0.938 -2.745 -3.159 0.274
C 0.880 -1.219 -3.208 -0.401
C 2.227 -0.553 -2.950 -1.221
H -0.685 -3.037 -5.499 0.244
H -0.077 -3.315 -7.129 0.393
H -0.008 -4.615 -5.935 0.124
H 1.581 -1.993 -5.839 0.232
H 2.225 -3.551 -6.309 0.400
H 2.877 -3.122 -4.024 0.383
H 1.788 -4.486 -4.073 0.368
H 1.287 -3.055 -2.165 0.323
H -0.080 -3.137 -3.254 -0.308
H 0.171 -0.875 -2.444 0.263
H 0.481 -0.881 -4.168 0.374
H 2.629 -0.851 -1.978 0.217
H 2.116 0.535 -2.951 0.317
H 2.959 -0.809 -3.718 0.382
C -2.120 -10.049 -3.449 -1.190
C -2.948 -8.856 -3.913 -0.436
C -2.122 -7.786 -4.627 -0.840
C -1.034 -7.124 -3.779 0.078
C -1.524 -6.450 -2.498 -0.473
C -2.490 -5.299 -2.751 -1.062
H -1.373 -9.759 -2.708 0.280
H -2.766 -10.799 -2.989 0.382
H -1.607 -10.518 -4.292 0.294
H -3.477 -8.422 -3.059 0.225
H -3.718 -9.213 -4.602 0.375
H -2.800 -7.017 -5.012 0.338
H -1.648 -8.232 -5.508 0.413
H -0.519 -6.380 -4.397 -0.277
H -0.276 -7.869 -3.515 0.367
H -0.654 -6.062 -1.958 0.335
H -1.993 -7.183 -1.835 0.368
H -2.030 -4.536 -3.386 0.116
H -2.770 -4.827 -1.806 0.321
H -3.408 -5.640 -3.234 0.388
C 1.025 2.097 10.149 -1.149
C 2.532 1.913 10.286 -0.397
C 3.333 2.658 9.219 -0.869
C 3.075 2.212 7.778 -0.354
C 3.329 0.731 7.495 -0.283
C 4.777 0.312 7.714 -1.229
H 0.652 1.685 9.209 0.249
H 0.507 1.584 10.962 0.379
H 0.756 3.155 10.194 0.291
H 2.775 0.847 10.271 0.253
H 2.840 2.284 11.268 0.371
H 4.399 2.556 9.445 0.345
H 3.115 3.728 9.292 0.384
H 3.706 2.812 7.112 0.385
H 2.041 2.449 7.505 0.138
H 3.062 0.528 6.452 0.247
H 2.670 0.107 8.106 0.280
H 5.453 0.900 7.088 0.297
H 4.910 -0.741 7.454 0.393
H 5.080 0.434 8.755 0.283
C -0.754 4.943 -2.268 -0.923
C -1.040 5.752 -3.528 -0.528
C -1.883 6.999 -3.268 -0.780
C -3.286 6.737 -2.715 -0.577
C -4.171 5.839 -3.579 -0.343
C -4.464 6.422 -4.957 -1.215
H -1.670 4.551 -1.823 0.206
H -0.110 4.091 -2.506 0.340
H -0.241 5.555 -1.521 0.302
H -1.524 5.112 -4.272 0.293
H -0.088 6.065 -3.965 0.355
H -1.960 7.572 -4.197 0.345
H -1.351 7.647 -2.563 0.352
H -3.788 7.700 -2.575 0.398
H -3.207 6.294 -1.716 0.205
H -5.121 5.687 -3.058 0.358
H -3.720 4.848 -3.688 0.240
H -4.946 7.398 -4.873 0.299
H -5.135 5.763 -5.512 0.377
H -3.553 6.537 -5.548 0.287
```

Properties
Total charge   +1
E_LUMO   -5.61 eV
HOMO   -12.46 eV
F_max   3.670 eV Å⁻¹